Below is a cluster of 2 separate species, C13H25N2O3S in total, with properties calculated with the ωB97M-V functional and the def2-TZVPD basis.

Geometry (Å):
N  1.939  4.751  -0.954
C  0.873  3.694  -0.805
C  1.397  2.209  -0.372
C  2.774  1.696  -1.088
C  3.890  0.953  -0.095
N  5.216  0.396  -0.637
C  5.601  0.514  -2.103
C  4.609  1.217  -3.226
C  3.166  1.788  -2.675
S  1.983  2.546  -3.910
H  2.752  4.446  -1.531
H  2.217  5.193  -0.051
H  0.111  4.056  0.038
H  0.242  3.593  -1.788
H  0.591  1.358  -0.531
H  1.613  2.252  0.792
H  3.707  0.817  1.070
H  5.902  -0.060  0.012
H  6.639  0.108  -2.526
H  4.866  1.335  -4.366
H  2.188  2.039  -5.220
C  0.384  -1.810  1.075
O  -0.983  -1.468  0.918
C  -1.503  -1.869  -0.350
C  -3.015  -2.093  -0.261
O  -3.368  -3.340  0.353
C  -3.170  -3.420  1.771
C  -4.186  -2.600  2.570
O  -3.842  -1.217  2.541
C  -4.973  -0.374  2.707
H  0.997  -1.269  0.348
H  0.696  -1.530  2.084
H  0.524  -2.890  0.961
H  -1.020  -2.791  -0.694
H  -1.291  -1.065  -1.061
H  -3.405  -2.153  -1.283
H  -3.527  -1.257  0.220
H  -2.142  -3.171  2.040
H  -3.313  -4.475  2.026
H  -4.175  -2.919  3.617
H  -5.188  -2.761  2.153
H  -5.708  -0.562  1.916
H  -4.645  0.665  2.624
H  -5.426  -0.532  3.690

Net charge = +1
Relative energy (zero: lowest compared OMol25 entry of this formula, charge and spin) = 8.0190 eV
Energy = -1243.16153 Eh
Spin multiplicity = 1

---

Below is a structure of composition C19H23CuN2O4S2, with properties calculated with the ωB97M-V functional and the def2-TZVPD basis.

Geometry (Å):
Cu  -2.190  2.002  1.231
S  -0.559  5.349  -1.108
C  -0.430  5.805  0.534
C  -0.922  4.841  1.364
C  -1.423  3.674  0.698
C  -1.282  3.835  -0.661
C  -1.705  2.861  -1.677
C  -1.622  3.106  -3.050
C  -2.065  2.144  -3.937
C  -2.588  0.955  -3.446
C  -2.627  0.787  -2.072
N  -2.192  1.701  -1.210
H  -0.012  6.764  0.798
H  -0.929  4.963  2.439
H  -1.223  4.044  -3.412
H  -2.010  2.322  -5.004
H  -2.955  0.181  -4.106
H  -3.012  -0.127  -1.633
O  -2.937  0.285  1.812
H  -2.836  0.058  2.740
H  -2.530  -0.454  1.277
C  2.356  -6.089  2.741
C  1.677  -4.924  2.075
C  0.291  -4.833  2.025
C  -0.335  -3.759  1.404
C  0.443  -2.772  0.828
C  1.831  -2.827  0.873
C  2.434  -3.908  1.492
S  -0.367  -1.378  0.057
C  -0.144  -1.877  -1.649
O  -1.844  -1.573  0.328
H  1.635  -6.741  3.231
H  3.072  -5.748  3.490
H  2.907  -6.685  2.011
H  -0.312  -5.609  2.480
H  -1.413  -3.678  1.369
H  2.427  -2.037  0.432
H  3.516  -3.959  1.532
H  -0.643  -2.835  -1.786
H  0.924  -1.936  -1.844
H  -0.591  -1.105  -2.273
N  1.833  2.957  0.561
C  1.788  2.101  -0.619
C  2.375  0.731  -0.310
O  2.414  -0.172  -1.111
O  2.833  0.608  0.929
H  2.260  3.850  0.362
H  2.660  1.500  1.330
H  0.893  3.147  0.898
H  2.358  2.515  -1.452
H  0.770  1.940  -0.979

Relative energy (zero: lowest compared OMol25 entry of this formula, charge and spin) = 0.0000 eV
Energy = -3585.15460 Eh
Spin multiplicity = 1

---

Below is a cluster of 6 separate species, C54H120N6 in total, with properties calculated with the ωB97M-V functional and the def2-TZVPD basis.

Geometry (Å):
C  1.739  -0.953  5.558
C  1.729  -2.487  5.431
C  2.857  -2.913  4.501
C  2.911  -4.413  4.339
N  3.949  -4.923  3.381
C  4.007  -4.217  2.024
C  4.104  -5.287  0.916
C  4.204  -6.626  1.639
C  3.566  -6.358  2.979
C  5.337  -5.017  3.949
H  1.318  -0.539  4.627
H  2.752  -0.550  5.596
H  1.130  -0.553  6.363
H  0.768  -2.745  4.971
H  1.701  -2.927  6.426
H  3.799  -2.531  4.906
H  2.695  -2.445  3.528
H  1.965  -4.695  3.869
H  3.023  -5.032  5.227
H  4.878  -3.566  1.969
H  3.074  -3.662  1.997
H  4.848  -5.037  0.167
H  3.131  -5.254  0.418
H  5.225  -6.986  1.747
H  3.618  -7.401  1.149
H  3.891  -7.034  3.767
H  2.481  -6.409  2.906
H  5.293  -5.658  4.826
H  5.576  -4.026  4.334
H  6.001  -5.356  3.166
C  0.210  6.504  1.152
C  -0.758  6.397  0.021
C  -1.944  5.488  0.320
C  -2.924  5.454  -0.831
N  -3.835  4.250  -0.853
C  -3.118  3.008  -1.287
C  -2.901  3.143  -2.787
C  -4.030  4.094  -3.254
C  -4.833  4.430  -1.998
C  -4.589  4.128  0.424
H  0.897  7.348  1.018
H  0.890  5.661  1.286
H  -0.277  6.807  2.082
H  -0.275  6.086  -0.915
H  -1.123  7.382  -0.295
H  -2.475  5.763  1.232
H  -1.547  4.474  0.481
H  -2.412  5.591  -1.784
H  -3.625  6.293  -0.834
H  -3.766  2.165  -1.025
H  -2.223  2.783  -0.706
H  -3.029  2.179  -3.274
H  -1.923  3.545  -3.040
H  -4.652  3.665  -4.034
H  -3.631  5.013  -3.682
H  -5.565  3.642  -1.831
H  -5.232  5.438  -2.013
H  -5.224  5.003  0.543
H  -3.873  4.026  1.233
H  -5.225  3.247  0.346
C  8.668  4.797  -2.673
C  9.483  5.501  -1.588
C  8.764  5.515  -0.239
C  8.747  4.153  0.450
N  8.095  4.149  1.818
C  7.732  2.739  2.226
C  6.474  2.822  3.140
C  6.037  4.285  2.991
C  6.752  4.823  1.793
C  9.002  4.785  2.839
H  9.148  4.737  -3.646
H  7.702  5.291  -2.824
H  8.416  3.772  -2.376
H  9.619  6.543  -1.871
H  10.453  5.010  -1.513
H  7.775  5.969  -0.263
H  9.386  6.153  0.402
H  9.784  3.888  0.661
H  8.317  3.361  -0.159
H  8.587  2.383  2.797
H  7.526  2.111  1.367
H  6.782  2.590  4.157
H  5.761  2.051  2.850
H  6.280  4.804  3.925
H  4.955  4.421  3.070
H  6.844  5.905  1.749
H  6.288  4.567  0.836
H  8.992  5.849  2.616
H  10.002  4.432  2.606
H  8.673  4.567  3.846
C  2.279  -3.785  -2.718
C  2.467  -2.301  -3.076
C  2.723  -1.352  -1.917
C  1.618  -0.962  -0.925
N  2.161  0.006  0.170
C  1.065  0.149  1.206
C  0.088  1.198  0.619
C  0.968  2.076  -0.299
C  2.358  1.415  -0.315
C  3.425  -0.532  0.795
H  1.763  -4.361  -3.483
H  1.640  -3.856  -1.828
H  3.222  -4.297  -2.530
H  1.674  -2.049  -3.786
H  3.350  -2.206  -3.715
H  3.025  -0.395  -2.356
H  3.544  -1.744  -1.332
H  1.354  -1.849  -0.344
H  0.723  -0.536  -1.368
H  1.580  0.683  2.010
H  0.640  -0.789  1.540
H  -0.431  1.763  1.387
H  -0.650  0.701  -0.014
H  1.158  3.037  0.178
H  0.557  2.194  -1.296
H  3.006  1.901  0.414
H  2.918  1.358  -1.244
H  4.225  -0.444  0.071
H  3.259  -1.537  1.163
H  3.712  0.155  1.591
C  -1.384  -4.378  -4.739
C  -2.532  -3.575  -5.381
C  -3.479  -4.404  -6.294
C  -4.226  -5.539  -5.626
N  -5.022  -6.392  -6.598
C  -5.987  -5.523  -7.433
C  -7.267  -6.314  -7.383
C  -7.302  -6.749  -5.918
C  -5.927  -7.393  -5.873
C  -4.120  -7.151  -7.522
H  -1.810  -5.342  -4.461
H  -1.093  -3.910  -3.795
H  -0.513  -4.519  -5.372
H  -2.156  -2.727  -5.950
H  -3.185  -3.191  -4.589
H  -2.975  -4.699  -7.214
H  -4.201  -3.653  -6.625
H  -5.024  -5.160  -4.986
H  -3.570  -6.230  -5.102
H  -5.585  -5.441  -8.441
H  -6.056  -4.527  -7.010
H  -7.236  -7.116  -8.126
H  -8.146  -5.760  -7.723
H  -8.123  -7.423  -5.704
H  -7.282  -5.850  -5.302
H  -5.940  -8.352  -6.381
H  -5.485  -7.500  -4.882
H  -4.709  -7.687  -8.258
H  -3.506  -7.819  -6.921
H  -3.469  -6.457  -8.043
C  -3.354  -0.282  1.523
C  -3.694  -0.669  2.983
C  -5.150  -0.396  3.341
C  -5.321  1.074  3.723
N  -6.733  1.553  3.877
C  -7.391  1.648  2.496
C  -8.128  2.978  2.452
C  -7.378  3.899  3.417
C  -6.785  2.947  4.481
C  -7.592  0.638  4.720
H  -3.548  0.790  1.408
H  -3.988  -0.856  0.848
H  -2.300  -0.417  1.285
H  -3.086  0.036  3.573
H  -3.306  -1.638  3.283
H  -5.450  -0.992  4.204
H  -5.854  -0.644  2.541
H  -4.870  1.767  3.011
H  -4.830  1.240  4.685
H  -8.050  0.789  2.400
H  -6.643  1.576  1.706
H  -9.167  2.848  2.755
H  -8.138  3.369  1.436
H  -8.023  4.654  3.853
H  -6.509  4.353  2.939
H  -7.346  2.956  5.409
H  -5.753  3.246  4.646
H  -8.570  1.099  4.799
H  -7.075  0.524  5.671
H  -7.678  -0.329  4.236

Net charge = +6
Relative energy (zero: lowest compared OMol25 entry of this formula, charge and spin) = 1.8663 eV
Energy = -2455.85325 Eh
Spin multiplicity = 1